1.
Here is a molecular structure, C25H45MoNP2S at a distorted geometry from OMol25. Energies are from ωB97M-V/def2-TZVPD.

Results
- <S²> = 2.06
- frontier orbital gap (alpha / beta) (eV) = 5.582 / 2.863
- highest occupied orbital energy (alpha / beta) (eV) = -12.92 / -12.92
- LUMO energy (alpha / beta) (eV) = -7.34 / -10.05
- relative energy (zero: lowest compared OMol25 entry of this formula, charge and spin) (kJ/mol) = 0.0
- 2S+1 = 3
- charge = +2

Last column: Löwdin spin population.
Geometry (Å):
Mo  -0.64739  0.38215  -0.98981  0.117
C  -2.20683  1.54769  0.50060  0.034
C  -2.81036  0.65249  -0.48191  0.131
C  -2.31286  -0.56410  1.44079  0.073
C  -1.96638  0.77948  1.68426  0.086
C  -2.74852  -0.69484  0.08989  0.019
C  -2.13519  3.02559  0.39440  0.004
H  -2.18230  3.34600  -0.65224  0.000
H  -1.19054  3.39504  0.81480  0.000
H  -2.95818  3.50699  0.94153  0.002
C  -1.56513  1.32994  2.99720  0.014
H  -1.19448  2.35469  2.89927  0.000
H  -0.75911  0.73253  3.44511  0.004
H  -2.40317  1.34198  3.70904  0.006
C  -2.35698  -1.62940  2.47109  0.012
H  -3.25740  -1.53943  3.10143  0.005
H  -1.48073  -1.55961  3.13334  0.002
H  -2.36231  -2.62688  2.01518  0.001
C  -3.32152  -1.92225  -0.50851  0.001
H  -4.41964  -1.86824  -0.55983  0.001
H  -3.06548  -2.80285  0.08953  0.001
H  -2.95260  -2.10649  -1.52242  0.000
C  -3.71488  1.12020  -1.57181  0.028
H  -4.65408  1.51069  -1.15407  0.012
H  -3.97203  0.29877  -2.24505  0.001
H  -3.25782  1.93332  -2.14824  0.006
C  1.20749  1.07551  -1.71687  0.156
C  0.15243  1.94926  -2.12625  0.082
C  -0.36178  1.92919  -3.54617  0.025
C  -0.92676  0.55558  -3.97171  0.010
C  -1.29715  -0.35585  -2.82254  0.028
C  -0.35587  -1.25355  -2.21877  0.045
C  1.07492  -1.33372  -2.66017  0.023
C  1.83199  0.02420  -2.61227  0.031
H  0.42868  2.22488  -4.25620  0.006
H  -0.23924  0.05693  -4.66849  0.001
H  -1.14496  2.69527  -3.65534  0.000
H  1.99167  0.40573  -3.63020  0.006
H  1.87269  1.46903  -0.93950  0.006
H  0.11285  2.91421  -1.61062  0.006
H  2.84242  -0.18463  -2.22531  0.002
H  1.58501  -2.04804  -1.99391  0.000
H  -0.74746  -2.19192  -1.81477  0.010
H  1.14864  -1.77306  -3.66896  0.005
H  -1.83069  0.74856  -4.57145  0.001
H  -2.32211  -0.71970  -2.89180  0.003
P  2.43406  3.32771  1.72624  0.000
C  2.38678  3.99640  3.44851  0.000
H  3.31826  4.52755  3.69698  0.000
H  2.24067  3.15399  4.13949  0.000
H  1.53042  4.68117  3.53440  0.000
C  4.02906  2.40775  1.85182  0.001
H  4.85283  3.06851  2.16124  0.000
H  4.25247  1.98132  0.86401  0.000
H  3.91171  1.57869  2.56299  0.000
C  3.07427  4.83560  0.87629  0.000
H  3.32600  4.57548  -0.16040  0.000
H  3.96415  5.23060  1.38468  0.000
H  2.28402  5.59801  0.85979  0.000
P  0.58737  -4.28194  0.32663  0.587
C  0.26143  -6.05589  -0.03849  0.089
H  1.19606  -6.60121  -0.22171  0.015
H  -0.35603  -6.07997  -0.94917  0.004
H  -0.30180  -6.52423  0.77544  0.001
C  2.35002  -4.19830  -0.22691  0.076
H  2.37135  -4.20551  -1.32632  0.001
H  2.93103  -5.04719  0.16322  0.018
H  2.77729  -3.25144  0.13394  0.000
C  0.90852  -4.33911  2.14189  0.088
H  1.52061  -5.21218  2.40868  0.022
H  -0.06061  -4.38975  2.65681  0.001
H  1.41369  -3.40913  2.44896  0.000
S  1.96428  -0.65935  2.73111  0.043
C  1.18223  -0.49409  1.36815  0.009
N  0.52306  -0.34487  0.36947  0.037

Cartesian forces, eV/Å:
-3.6 1.5 4.1
-0.2 -1.2 -0.1
0.2 0.1 0.5
-0.6 -0.7 -1.6
-0.1 1.0 -0.8
0.0 0.7 0.7
0.3 0.5 -0.1
-0.1 0.0 0.2
-0.2 0.0 -0.1
0.1 -0.1 -0.1
0.7 0.2 0.2
-0.1 -0.2 0.0
-0.2 0.1 0.0
0.1 -0.1 -0.2
0.6 -0.3 0.2
0.3 0.0 -0.2
-0.3 0.0 -0.1
-0.1 0.2 0.2
-0.3 -0.4 -0.2
0.3 0.0 0.0
-0.1 0.1 -0.1
-0.2 0.0 0.1
-0.3 0.0 -0.3
0.2 -0.1 0.0
0.0 0.2 0.0
-0.1 -0.1 0.0
1.3 2.0 -1.3
1.8 0.5 -0.9
-0.5 0.3 -0.5
-0.3 0.3 -0.9
0.3 -0.8 -1.0
-0.8 -1.6 -0.4
0.7 -0.3 0.2
0.6 -0.5 0.0
-0.1 0.0 0.4
0.0 0.0 0.3
0.2 -0.3 0.1
-0.3 0.1 0.2
-0.5 -0.3 0.1
-0.1 -0.3 0.1
-0.4 0.2 -0.1
-0.1 0.3 -0.2
0.0 0.1 -0.1
-0.2 0.2 0.2
0.3 -0.2 0.2
0.2 0.1 0.4
0.5 0.3 0.3
-0.3 -0.1 -0.1
-0.3 -0.2 -0.1
0.0 0.3 -0.1
0.3 -0.2 0.1
-0.2 -0.2 -0.2
-0.2 -0.2 -0.1
0.1 0.0 0.2
0.2 0.2 -0.2
-0.3 -0.1 -0.2
0.0 0.2 0.2
-0.2 -0.1 -0.1
0.3 -0.1 0.0
3.2 -2.6 1.7
-1.4 0.3 -0.8
-0.1 0.4 0.1
0.2 -0.4 0.2
0.0 0.2 -0.2
-0.4 1.4 -1.0
0.2 -0.1 0.3
-0.5 0.1 0.1
0.0 -0.3 -0.2
-1.2 1.3 0.2
-0.1 0.1 -0.5
0.3 -0.1 0.1
-0.1 -0.3 0.0
0.2 -0.2 0.1
-1.2 0.3 -1.6
2.7 -1.6 2.4

2.
Here is a molecular structure, C25H45N2P3PdSSe at a distorted geometry from OMol25. Energies are from ωB97M-V/def2-TZVPD.

Results
- <S²> = 6.07
- frontier orbital gap (alpha / beta) (eV) = 7.971 / 5.022
- highest occupied orbital energy (alpha / beta) (eV) = -18.56 / -18.56
- LUMO energy (alpha / beta) (eV) = -10.59 / -13.54
- 2S+1 = 5
- charge = +4

Last column: Löwdin spin population.
Geometry (Å):
Pd  -0.74143  -0.00810  -2.03652  0.905
P  -2.18836  0.25632  0.89587  0.057
P  0.56847  -1.83315  -1.25968  0.202
P  -2.63689  -0.20769  -3.31694  0.223
H  2.87275  2.76134  0.44836  0.000
C  2.33238  3.50637  -0.15358  0.001
C  1.16469  3.99023  0.29868  0.001
H  0.74624  3.62164  1.24541  0.000
C  -0.88355  0.57800  2.07272  0.015
C  -2.83590  -1.41770  0.93418  0.003
C  -3.47051  1.49301  0.82440  0.009
C  2.29776  -1.67430  -1.82336  0.039
C  0.83308  -2.33029  0.47786  0.060
C  -0.00091  -3.39814  -2.01244  0.023
C  -3.35184  1.42982  -3.64334  0.060
C  -4.05166  -1.22140  -2.76379  0.049
C  -2.22037  -0.88398  -4.95030  0.027
H  2.77974  3.81495  -1.10538  0.000
H  0.58965  4.76191  -0.22371  0.000
H  -0.59703  1.63891  2.02211  0.000
H  0.01512  -0.00794  1.81575  0.010
H  -1.18249  0.32809  3.10620  0.003
H  -2.02462  -2.15829  0.86802  0.001
H  -3.51731  -1.58215  0.08372  0.000
H  -3.39162  -1.58860  1.88092  0.000
H  -3.03249  2.49822  0.86863  0.000
H  -4.16027  1.36001  1.66648  0.003
H  -4.02948  1.40054  -0.11730  0.001
H  2.81502  -2.62991  -1.66482  0.008
H  2.78465  -0.89780  -1.22229  0.000
H  2.34820  -1.39952  -2.88300  0.004
H  1.37001  -3.29128  0.48715  0.010
H  -0.11428  -2.45881  1.01223  0.001
H  1.45975  -1.58474  0.99544  0.016
H  0.76526  -4.17203  -1.86459  0.006
H  -0.19064  -3.26034  -3.08404  0.000
H  -0.92722  -3.71332  -1.51517  0.000
H  -3.89318  1.39964  -4.59786  0.012
H  -2.54561  2.17038  -3.68886  0.004
H  -4.03044  1.69584  -2.82311  0.000
H  -4.69457  -1.46137  -3.62682  0.011
H  -4.64424  -0.66301  -2.02390  0.000
H  -3.69847  -2.15868  -2.30943  0.002
H  -2.84335  -0.38910  -5.70747  0.005
H  -2.39971  -1.96696  -4.95078  0.000
H  -1.15795  -0.69615  -5.15838  0.010
C  0.56262  2.04467  -4.50329  0.180
C  1.00382  2.17765  -5.84329  0.112
C  0.97906  3.41038  -6.47128  0.007
C  0.50966  4.53970  -5.78772  0.189
C  0.07587  4.41873  -4.46633  0.030
C  0.10970  3.18596  -3.80888  0.088
S  0.68273  0.46884  -3.84730  0.609
H  -1.52770  0.27871  -0.41055  0.040
H  1.35184  1.27961  -6.35127  0.004
H  1.33117  3.48033  -7.49816  -0.002
H  0.48652  5.50308  -6.29515  0.008
H  -0.28875  5.29995  -3.93659  -0.001
H  -0.19966  3.08753  -2.76957  0.004
C  1.49951  0.86425  5.20503  0.003
N  2.16753  -0.40470  5.01093  0.059
C  2.81487  -0.78904  3.85623  -0.014
Se  2.97620  0.16058  2.31078  0.506
N  3.28886  -2.05134  4.15003  0.035
C  2.94708  -2.44929  5.44006  0.097
C  3.18921  -3.62544  6.13811  -0.006
C  2.68277  -3.69696  7.44498  0.093
C  1.94047  -2.62862  8.00130  0.081
C  1.71997  -1.44305  7.28470  0.002
C  2.23067  -1.39969  5.99013  0.092
H  1.98504  1.62452  4.58532  0.001
H  1.57239  1.12220  6.26702  0.001
H  0.43931  0.80419  4.92894  0.002
H  3.85149  -2.59367  3.50238  0.000
H  3.75232  -4.41926  5.65319  -0.002
H  2.84917  -4.58819  8.04834  0.003
H  1.54541  -2.73148  9.01209  0.003
H  1.18446  -0.58068  7.68254  -0.001

Cartesian forces, eV/Å:
0.8 0.6 0.4
0.2 -0.3 -0.8
0.9 -1.6 -0.5
-1.4 -0.7 -1.2
-0.1 0.4 -0.4
-0.7 -0.1 0.2
0.3 -0.4 -0.2
0.2 0.3 -0.3
0.4 0.1 0.5
-0.3 -0.3 0.5
-0.2 0.2 0.1
-0.1 0.4 0.0
-0.2 0.4 0.3
-0.3 0.3 0.0
0.3 0.2 0.4
0.1 0.0 0.4
0.4 -0.1 0.1
-0.1 0.0 0.5
0.3 -0.3 0.2
-0.2 -0.2 0.0
-0.4 0.1 0.1
0.0 0.1 -0.5
-0.3 0.4 0.1
0.2 0.2 0.3
0.3 0.1 -0.5
-0.1 -0.2 0.1
0.1 0.1 -0.1
0.1 -0.1 0.3
-0.2 0.2 0.0
0.0 -0.1 -0.2
0.1 -0.1 0.3
-0.2 0.3 -0.2
0.3 0.0 0.0
-0.3 -0.3 -0.2
-0.2 0.2 -0.1
0.1 -0.1 0.2
0.2 0.0 -0.2
0.1 0.0 0.3
-0.3 0.0 -0.2
0.1 0.0 -0.3
0.2 0.1 0.3
0.1 -0.2 -0.2
-0.2 0.2 -0.2
0.1 -0.2 0.1
0.0 0.3 -0.1
-0.4 -0.1 -0.2
0.0 -0.2 0.3
0.3 0.2 -0.6
0.2 -0.7 -0.1
0.2 -0.1 -0.4
-0.3 -0.6 1.3
-0.4 1.1 -0.3
0.4 0.4 -0.6
-0.5 0.3 1.1
0.0 0.3 -0.1
-0.1 0.1 0.2
0.0 -0.2 0.2
0.1 -0.2 -0.1
0.1 0.2 -0.2
-0.2 0.5 0.1
0.0 -0.4 0.3
-0.2 -1.0 1.5
0.2 -0.2 0.5
0.0 -0.1 0.0
0.7 -0.4 -1.4
-0.1 -0.4 0.7
0.5 -0.3 -1.3
-0.3 1.4 -0.3
-0.1 -0.5 0.7
-0.4 1.6 -0.7
-0.1 -0.1 0.3
0.0 0.1 -0.4
0.2 -0.1 0.1
-0.1 0.1 0.2
-0.1 0.0 0.4
0.0 0.2 -0.2
0.1 0.1 -0.3
0.1 -0.5 0.1

Calculated values (Ha) of energy for the records, taken in order: -2182.7066 -5039.2008.